# 1
The following is a quantum chemistry calculation of a molecular structure, C24H45BF4NdP2, from the OMol25 dataset.

Structure (ORCA input):
```
! RIJCOSX wB97M-V def2-TZVPD def2/J DEFGRID3
* xyz 1 4
Nd -0.19120 0.00272 -0.01278
C -2.22746 1.70638 0.10168
C -2.54192 0.76346 -0.93146
C -2.54658 -0.36375 1.09176
C -2.26765 1.01503 1.35480
C -2.73371 -0.51522 -0.32061
C -1.97581 3.15250 -0.10469
H -1.61064 3.35759 -1.11730
H -1.23194 3.55057 0.59590
H -2.90160 3.73584 0.03025
C -2.08134 1.60895 2.69519
H -1.88109 2.68473 2.64545
H -1.23686 1.13477 3.21399
H -2.95719 1.43016 3.33980
C -2.53830 -1.47232 2.07677
H -3.56934 -1.77003 2.33247
H -2.01871 -1.19186 2.99747
H -2.03932 -2.37008 1.66676
C -3.19022 -1.74043 -1.02613
H -4.29199 -1.81345 -1.00528
H -2.79356 -2.65673 -0.57346
H -2.88802 -1.74656 -2.08024
C -2.92556 1.10654 -2.32221
H -3.92145 1.58726 -2.35056
H -2.96028 0.21382 -2.95882
H -2.21330 1.79024 -2.79096
C 1.57564 0.46146 -3.15553
C 0.53357 1.30195 -3.30722
C -0.10320 1.56285 -4.64556
C -0.98958 0.43435 -5.25859
C -1.08370 -0.87095 -4.51058
C -0.03609 -1.69254 -4.36733
C 1.31005 -1.39767 -4.97802
C 2.17958 -0.28935 -4.31334
H 0.66680 1.82409 -5.39353
H -0.60732 0.24246 -6.27867
H -0.74440 2.45390 -4.53987
H 2.48623 0.41190 -5.11159
H 2.13021 0.35361 -2.21279
H 0.17166 1.95680 -2.50139
H 3.10182 -0.77294 -3.95193
H 1.89072 -2.33672 -4.96040
H -0.14145 -2.69508 -3.94138
H 1.17915 -1.12210 -6.04178
H -2.01489 0.82858 -5.37574
H -2.09964 -1.18574 -4.25435
P 1.87273 2.11567 0.62019
C 1.59582 2.92074 2.23214
H 2.45209 3.57692 2.44288
H 1.53337 2.15162 3.01031
H 0.66076 3.49209 2.23196
C 3.54548 1.45033 0.92001
H 4.17734 2.24620 1.33224
H 3.98112 1.07892 -0.01334
H 3.48310 0.62617 1.64190
C 2.22591 3.54860 -0.46031
H 2.65628 3.19746 -1.40810
H 2.92555 4.23066 0.04080
H 1.28766 4.07478 -0.68276
P 1.09771 -2.70752 -0.17997
C -0.00473 -3.96788 -0.91920
H 0.60582 -4.79334 -1.31077
H -0.57379 -3.50671 -1.74357
H -0.71442 -4.33561 -0.16464
C 2.62792 -2.97954 -1.15108
H 2.38311 -3.00539 -2.22259
H 3.10531 -3.92043 -0.84050
H 3.31503 -2.14179 -0.97370
C 1.54810 -3.48720 1.41094
H 1.90597 -4.51555 1.26028
H 0.67670 -3.47835 2.07924
H 2.32306 -2.88045 1.89757
F 0.49394 -0.50555 2.13766
B 0.94949 -0.64462 3.72551
F -0.24431 -0.43297 4.38754
F 1.47061 -1.91098 3.83659
F 1.89600 0.34460 3.86469
*
```

For the frontier orbital gap (spin up / spin down), the calculation gives 8.073 / 8.279 eV. The calculation puts the energy above the lowest of the compared OMol25 structures with the same formula, charge and spin at 0.00 kcal per mole. The HOMO energy (spin up / spin down) comes out at -11.18 / -11.13 eV. For the total energy, the calculation gives -2609.98068 Ha. Its expectation value of S² is 3.76.

Computed Mulliken charges, given in elementary charges:
1. Nd 0.365
2. C 0.204
3. C 0.796
4. C 0.567
5. C 0.633
6. C 0.249
7. C -1.431
8. H 0.251
9. H 0.248
10. H 0.356
11. C -1.213
12. H 0.366
13. H 0.094
14. H 0.272
15. C -1.298
16. H 0.393
17. H 0.277
18. H 0.144
19. C -1.145
20. H 0.299
21. H 0.286
22. H 0.140
23. C -0.929
24. H 0.317
25. H 0.314
26. H 0.037
27. C -0.179
28. C 0.015
29. C -1.353
30. C -1.334
31. C -0.285
32. C -0.448
33. C -1.082
34. C -1.169
35. H 0.511
36. H 0.499
37. H 0.423
38. H 0.400
39. H 0.433
40. H 0.723
41. H 0.344
42. H 0.445
43. H 0.543
44. H 0.399
45. H 0.302
46. H 0.902
47. P 0.959
48. C -1.133
49. H 0.498
50. H 0.231
51. H 0.272
52. C -1.359
53. H 0.420
54. H 0.378
55. H 0.334
56. C -1.286
57. H 0.367
58. H 0.449
59. H 0.325
60. P 0.964
61. C -1.213
62. H 0.442
63. H 0.123
64. H 0.414
65. C -1.254
66. H 0.278
67. H 0.472
68. H 0.310
69. C -1.463
70. H 0.541
71. H 0.317
72. H 0.368
73. F 0.127
74. B 0.369
75. F -0.322
76. F -0.290
77. F -0.320

# 2
The following is a quantum chemistry calculation of 7 unconnected molecules or ions with the total composition C30H73N2O8S6, from the OMol25 dataset.

Structure (ORCA input):
```
! RIJCOSX wB97M-V def2-TZVPD def2/J DEFGRID3
* xyz 0 2
C 1.16972 -3.64675 0.99866
C -0.22063 -4.12156 0.39462
C -0.30592 -3.84410 -1.16584
C -1.61909 -3.03088 -1.55358
N -1.41152 -1.84602 -2.36709
C -0.81578 -0.68399 -1.70951
C 0.71243 -0.61279 -2.14698
C 1.40005 0.77019 -1.85692
C 2.79047 0.58048 -1.09993
C 2.43377 0.61646 0.43100
O 3.59870 0.50337 1.24929
C 3.11710 0.25851 2.59246
C -1.58216 0.59172 -2.29394
C -3.10299 0.63572 -1.87193
C -3.55789 2.15288 -1.87133
C -3.94997 -0.01329 -3.04100
N -3.43932 -0.08622 -0.62824
O -4.05012 -1.20540 -0.79886
C -2.37138 -0.12815 0.36983
C -2.74757 -1.09893 1.56125
C -2.19945 1.29268 1.06415
C -0.95626 -0.58634 -0.15727
H 1.96628 -3.62093 0.21905
H 1.48106 -4.28076 1.85980
H 1.09608 -2.61076 1.40170
H -0.34945 -5.20507 0.61725
H -0.98860 -3.53321 0.95447
H 0.62732 -3.40151 -1.56708
H -0.37517 -4.86403 -1.62384
H -2.21223 -2.88849 -0.63145
H -2.22334 -3.73946 -2.17812
H -0.96618 -2.07410 -3.24622
H 1.32865 -1.38566 -1.63466
H 0.73449 -0.78709 -3.24912
H 0.80151 1.43468 -1.18915
H 1.61859 1.31860 -2.80550
H 3.50620 1.39412 -1.33489
H 3.19692 -0.40447 -1.41034
H 1.79477 -0.28851 0.61630
H 1.83434 1.53035 0.66683
H 2.15011 0.80898 2.71704
H 3.82241 0.65247 3.34958
H 2.88666 -0.82410 2.70034
H -1.57656 0.45245 -3.41205
H -1.12133 1.54970 -1.97308
H -3.12075 2.73686 -1.03811
H -4.66000 2.24657 -1.96587
H -3.13572 2.58148 -2.81641
H -3.61119 -1.03516 -3.29142
H -3.77376 0.63352 -3.93001
H -5.03611 -0.03184 -2.81943
H -1.81588 -1.15131 2.18221
H -3.53084 -0.66741 2.21724
H -2.94871 -2.13247 1.22462
H -3.23603 1.60493 1.34409
H -1.66976 1.09426 2.01882
H -1.69247 2.02575 0.40938
H -0.23963 0.20916 0.16317
H -0.64553 -1.49633 0.40203
C 4.39617 4.42781 1.26414
S 2.67291 4.47198 1.77844
O 1.83573 4.33584 0.54697
C 2.65841 6.21249 2.25017
H 4.61598 3.43079 0.89206
H 4.56618 5.15812 0.47165
H 5.03578 4.64242 2.11748
H 2.93745 6.82995 1.39553
H 3.35540 6.37090 3.07380
H 1.65114 6.47275 2.57305
C -0.99804 2.05042 -8.03112
S -1.22005 1.39719 -6.36630
O -2.67416 1.48838 -6.03871
C -0.39217 2.75619 -5.51999
H -1.47956 1.37062 -8.73255
H -1.45778 3.03656 -8.10669
H 0.06677 2.11144 -8.25816
H -0.89054 3.69761 -5.75511
H 0.65273 2.79452 -5.83026
H -0.44500 2.57446 -4.44670
C 9.29622 2.60692 0.51853
S 7.57356 2.21332 0.87570
O 6.97639 3.40344 1.55095
C 7.92014 0.98987 2.15208
H 9.31844 3.39099 -0.23693
H 9.79139 2.96017 1.42382
H 9.79973 1.71914 0.13443
H 8.50277 1.44562 2.95373
H 8.46777 0.15423 1.71501
H 6.97091 0.63255 2.54912
C 1.32329 -4.93795 5.61084
S 2.62042 -3.70056 5.44029
O 2.53857 -3.16126 4.05049
C 3.99943 -4.86181 5.48589
H 0.35957 -4.43577 5.56859
H 1.39062 -5.66108 4.79712
H 1.42473 -5.44189 6.57221
H 3.89724 -5.58973 4.68010
H 4.01605 -5.36788 6.45180
H 4.92449 -4.30196 5.35458
C -7.82500 3.88590 -5.18946
S -6.13353 4.43517 -5.48827
O -6.12502 5.16032 -6.79312
C -5.45066 2.79461 -5.77989
H -8.44617 4.76440 -5.01944
H -8.19620 3.34085 -6.05815
H -7.84894 3.24827 -4.30496
H -5.97289 2.31781 -6.61057
H -5.55126 2.19234 -4.87575
H -4.39674 2.89814 -6.02679
C -3.05574 -4.76717 8.32838
S -3.05377 -5.46690 6.66724
O -1.63825 -5.48455 6.19388
C -3.86637 -4.06747 5.87349
H -2.55288 -5.46645 8.99478
H -2.52288 -3.81550 8.33054
H -4.08423 -4.62488 8.66151
H -3.28184 -3.16044 6.03237
H -4.86875 -3.94777 6.28601
H -3.93624 -4.27234 4.80619
*
```

For the frontier orbital gap (spin up / spin down), the calculation gives 8.253 / 8.403 eV. The HOMO energy (spin up / spin down) comes out at -7.72 / -7.87 eV. For the total energy, the calculation gives -4287.07169 Ha. Its expectation value of S² is 0.75.

Mulliken population analysis, charges in e, atoms 1 to 99:
1. C -0.867
2. C -0.196
3. C -0.626
4. C -0.709
5. N 0.063
6. C 1.159
7. C -0.924
8. C -0.386
9. C -1.301
10. C 0.941
11. O -0.457
12. C -0.817
13. C -1.663
14. C 1.010
15. C -1.372
16. C -1.191
17. N 0.800
18. O -0.645
19. C 1.795
20. C -1.429
21. C -1.978
22. C 0.488
23. H 0.274
24. H 0.266
25. H -0.043
26. H 0.557
27. H 0.029
28. H 0.428
29. H 0.315
30. H -0.029
31. H 0.581
32. H 0.512
33. H 0.221
34. H 0.432
35. H 0.246
36. H 0.343
37. H 0.372
38. H 0.341
39. H -0.418
40. H 0.281
41. H 0.262
42. H 0.282
43. H 0.361
44. H -0.051
45. H 0.508
46. H 0.245
47. H 0.345
48. H 0.237
49. H 0.116
50. H 0.194
51. H 0.470
52. H 0.344
53. H 0.374
54. H 0.217
55. H 0.469
56. H 0.496
57. H 0.251
58. H 0.115
59. H -1.617
60. C -0.769
61. S 0.569
62. O -0.636
63. C -1.054
64. H 0.068
65. H 0.395
66. H 0.402
67. H 0.293
68. H 0.366
69. H 0.352
70. C -1.070
71. S 0.444
72. O -0.541
73. C -0.732
74. H 0.358
75. H 0.322
76. H 0.384
77. H 0.360
78. H 0.406
79. H 0.063
80. C -1.039
81. S 0.591
82. O -0.587
83. C -0.880
84. H 0.329
85. H 0.303
86. H 0.370
87. H 0.341
88. H 0.364
89. H 0.202
90. C -0.955
91. S 0.407
92. O -0.492
93. C -0.997
94. H 0.263
95. H 0.340
96. H 0.428
97. H 0.291
98. H 0.391
99. H 0.323

Question: Among the records above, which one has the lowest expectation value of S²?
Answer: C30H73N2O8S6

Question: What is the expectation value of S² in the first record?
Answer: 3.76

Question: What is the expectation value of S² in the second record?
Answer: 0.75